Entry 1:
The following is a quantum chemistry calculation of C31H37AuN3O6S as an isolated structure in a non-equilibrium geometry, from the OMol25 dataset.

Each line ends with the Mulliken charge.
Cartesian coordinates (Å):
Au  0.068  -0.210  -0.068  1.563
C  -3.983  -1.051  0.006  -1.126
C  -3.601  -2.263  0.876  1.095
C  -4.849  -3.079  1.194  -1.909
C  -2.854  -1.870  2.143  0.530
C  -3.558  -1.566  3.301  -0.476
C  -2.898  -1.221  4.472  -1.567
C  -1.516  -1.245  4.518  -0.367
C  -0.769  -1.565  3.387  1.229
C  0.747  -1.717  3.489  0.926
C  1.490  -0.424  3.889  -1.154
C  1.071  -2.852  4.469  -1.721
C  -1.450  -1.818  2.188  -0.699
N  -0.685  -1.990  0.992  0.528
C  -0.461  -3.179  0.413  -0.291
O  -0.793  -4.290  0.815  -0.767
C  0.287  -3.068  -0.888  0.519
C  0.616  -4.167  -1.643  -0.510
C  1.305  -3.971  -2.833  -0.384
C  1.633  -2.684  -3.238  -0.473
C  1.261  -1.632  -2.436  0.456
N  0.612  -1.839  -1.291  -0.277
C  1.540  -0.202  -2.810  -0.500
O  2.127  0.037  -3.859  -0.762
N  1.093  0.685  -1.905  0.635
C  1.327  2.078  -1.970  -0.606
C  2.619  2.587  -1.715  0.578
C  2.780  3.963  -1.683  -0.482
C  1.706  4.816  -1.906  -1.559
C  0.464  4.302  -2.231  -0.472
C  0.252  2.930  -2.286  1.289
C  -1.088  2.384  -2.775  0.849
C  -2.307  2.838  -1.946  -1.216
C  -1.268  2.769  -4.247  -1.730
C  3.824  1.673  -1.525  1.138
C  5.074  2.271  -2.165  -1.897
C  4.109  1.332  -0.050  -1.198
H  -4.451  -1.380  -0.933  0.410
H  -3.119  -0.433  -0.234  0.025
H  -4.693  -0.406  0.542  0.272
H  -2.946  -2.906  0.296  0.191
H  -5.636  -2.456  1.643  0.325
H  -4.624  -3.900  1.886  0.397
H  -5.257  -3.509  0.271  0.474
H  -4.645  -1.587  3.290  0.200
H  -3.466  -0.954  5.356  0.346
H  -1.004  -0.996  5.446  0.326
H  1.108  -2.026  2.513  0.044
H  1.060  0.010  4.801  0.221
H  1.429  0.353  3.123  0.087
H  2.553  -0.646  4.076  0.441
H  0.834  -2.552  5.499  0.313
H  2.138  -3.094  4.427  0.442
H  0.499  -3.761  4.238  0.391
H  0.320  -5.141  -1.273  0.534
H  1.580  -4.822  -3.448  0.427
H  2.167  -2.460  -4.155  0.521
H  3.761  4.385  -1.480  0.204
H  1.849  5.890  -1.849  0.340
H  -0.364  4.980  -2.428  0.329
H  -1.036  1.302  -2.731  0.094
H  -2.335  3.931  -1.853  0.264
H  -2.295  2.442  -0.931  0.111
H  -3.234  2.510  -2.440  0.444
H  -1.437  3.849  -4.344  0.314
H  -2.135  2.252  -4.669  0.448
H  -0.383  2.508  -4.843  0.384
H  3.618  0.747  -2.052  0.134
H  5.449  3.131  -1.593  0.327
H  4.881  2.598  -3.195  0.398
H  5.873  1.519  -2.187  0.468
H  4.397  2.238  0.500  0.285
H  4.931  0.605  0.022  0.403
H  3.234  0.926  0.455  0.097
O  -0.460  2.063  3.013  -0.635
S  -0.522  2.095  1.567  1.228
O  -0.946  3.349  0.980  -0.637
O  -1.427  0.941  1.059  -0.755
O  0.810  1.641  0.951  -0.823

Values from the calculation:
Maximum force ... 3.0 eV/A
Relative energy (zero: lowest compared OMol25 entry of this formula, charge and spin) ... 45.0 kcal per mole
M ... 776.69 Da
DFT total energy ... -2353.15250 a.u.
Charge ... -1

Entry 2:
The following is a quantum chemistry calculation of C31H37BF2N3O2V as an isolated structure in a non-equilibrium geometry, from the OMol25 dataset.

Each line ends with the Mulliken charge.
Cartesian coordinates (Å):
V  0.264  0.288  0.615  -1.012
C  -3.979  3.403  -1.673  -1.709
C  -2.942  2.294  -1.825  0.749
C  -2.729  1.942  -3.306  -1.409
C  -3.305  1.029  -1.065  0.671
C  -4.472  0.364  -1.402  -0.337
C  -4.774  -0.889  -0.889  -1.637
C  -3.877  -1.534  -0.059  -0.511
C  -2.704  -0.900  0.323  0.981
C  -1.744  -1.675  1.204  2.475
C  -2.211  -1.768  2.650  -1.808
C  -1.368  -3.034  0.623  -1.646
C  -2.467  0.406  -0.128  -0.155
N  -1.329  1.139  0.390  1.109
C  -1.506  2.536  0.775  -0.439
O  -2.522  3.009  1.163  -0.465
C  -0.177  3.210  0.716  1.060
C  0.097  4.556  0.812  -1.004
C  1.427  4.953  0.704  -0.488
C  2.431  4.003  0.506  -0.903
C  2.061  2.682  0.446  0.429
N  0.784  2.309  0.557  0.141
C  2.922  1.475  0.217  -0.570
O  4.081  1.407  -0.012  -0.491
N  2.017  0.373  0.322  1.269
C  2.129  -1.019  0.088  -0.052
C  2.787  -1.853  1.046  0.420
C  2.958  -3.177  0.701  -0.450
C  2.480  -3.670  -0.509  -1.613
C  1.829  -2.860  -1.428  -0.320
C  1.664  -1.512  -1.176  1.287
C  1.066  -0.610  -2.242  1.323
C  -0.213  -1.173  -2.868  -1.503
C  2.136  -0.321  -3.304  -1.661
C  3.371  -1.334  2.339  0.669
C  4.895  -1.220  2.212  -1.502
C  2.990  -2.224  3.528  -1.612
H  -3.680  4.269  -2.265  0.461
H  -4.116  3.717  -0.638  0.371
H  -4.948  3.072  -2.052  0.361
H  -1.981  2.670  -1.466  -0.135
H  -3.683  1.731  -3.792  0.384
H  -2.091  1.065  -3.430  0.217
H  -2.270  2.781  -3.831  0.480
H  -5.153  0.823  -2.107  0.406
H  -5.698  -1.379  -1.165  0.418
H  -4.093  -2.535  0.291  0.505
H  -0.747  -1.131  1.221  -0.989
H  -3.127  -2.360  2.658  0.434
H  -2.444  -0.791  3.072  0.388
H  -1.477  -2.267  3.280  0.431
H  -2.251  -3.673  0.612  0.526
H  -0.615  -3.521  1.244  0.432
H  -0.994  -2.959  -0.398  0.271
H  -0.709  5.263  0.960  0.638
H  1.683  6.002  0.765  0.500
H  3.472  4.278  0.403  0.603
H  3.479  -3.843  1.376  0.513
H  2.635  -4.715  -0.749  0.424
H  1.489  -3.283  -2.363  0.489
H  0.804  0.364  -1.805  -0.446
H  -0.045  -2.143  -3.335  0.420
H  -0.558  -0.496  -3.650  0.388
H  -1.021  -1.281  -2.141  0.276
H  2.392  -1.241  -3.834  0.367
H  3.053  0.076  -2.866  0.421
H  1.760  0.396  -4.034  0.450
H  2.985  -0.325  2.519  0.135
H  5.336  -2.204  2.041  0.369
H  5.313  -0.825  3.139  0.459
H  5.192  -0.566  1.391  0.355
H  3.489  -3.191  3.465  0.443
H  1.917  -2.400  3.589  0.302
H  3.311  -1.753  4.457  0.433
F  0.316  -0.513  3.451  -0.156
B  0.402  0.553  2.696  0.552
F  0.604  1.732  3.235  -0.182

Values from the calculation:
Maximum force ... 1.4 eV/A
M ... 583.41 Da
DFT total energy ... -2686.35529 a.u.
Charge ... +2

Entry 3:
The following is a quantum chemistry calculation of C31H37F6MnNOP3S as an isolated structure in a non-equilibrium geometry, from the OMol25 dataset.

Each line ends with the Mulliken spin population.
Cartesian coordinates (Å):
Mn  -0.223  -0.406  -0.444  4.247
C  2.072  2.073  1.950  0.010
N  0.597  1.914  2.030  -0.034
P  -0.016  0.328  1.861  -0.048
C  -1.697  0.440  2.532  -0.071
C  -2.612  -0.555  2.174  0.020
C  -3.854  -0.594  2.779  0.010
C  -4.183  0.351  3.746  -0.012
C  -3.280  1.349  4.092  -0.005
C  -2.029  1.392  3.500  -0.014
C  0.772  -0.736  3.088  -0.056
C  1.079  -0.279  4.368  -0.019
C  1.458  -1.197  5.331  -0.003
C  1.512  -2.554  5.028  -0.003
C  1.217  -3.003  3.747  0.001
C  0.843  -2.094  2.772  0.006
P  -0.414  3.138  1.348  0.358
C  -0.604  4.445  2.547  0.086
C  -1.488  5.483  2.208  0.071
C  -1.608  6.573  3.048  -0.018
C  -0.895  6.602  4.244  0.076
C  -0.042  5.554  4.589  -0.004
C  0.089  4.455  3.764  0.032
C  0.413  3.761  -0.123  0.142
C  0.851  2.848  -1.092  0.029
C  1.456  3.285  -2.250  0.003
C  1.600  4.654  -2.477  0.067
C  1.169  5.568  -1.524  -0.011
C  0.559  5.135  -0.360  0.041
H  2.519  1.606  2.828  0.001
H  2.329  3.130  1.944  0.003
H  2.497  1.609  1.058  0.000
H  -2.357  -1.305  1.432  -0.003
H  -4.565  -1.361  2.508  0.000
H  -5.142  0.297  4.244  0.000
H  -3.543  2.084  4.841  -0.001
H  -1.306  2.126  3.825  -0.018
H  1.010  0.773  4.617  -0.005
H  1.700  -0.855  6.327  -0.001
H  1.777  -3.265  5.799  0.000
H  1.272  -4.058  3.516  0.000
H  0.597  -2.429  1.768  -0.006
H  -2.075  5.429  1.298  -0.003
H  -2.268  7.388  2.785  0.001
H  -1.029  7.428  4.929  0.001
H  0.525  5.599  5.509  0.002
H  0.748  3.642  4.039  0.003
H  0.720  1.780  -0.929  -0.017
H  1.812  2.578  -2.986  0.002
H  2.040  5.004  -3.400  0.001
H  1.313  6.627  -1.691  0.002
H  0.229  5.856  0.372  -0.001
C  4.034  -3.162  -0.197  0.001
C  4.548  -2.631  -1.534  -0.001
C  4.041  -1.239  -1.865  0.004
S  2.283  -1.011  -2.311  0.005
O  1.472  -1.098  -0.967  0.053
C  1.951  -2.470  -3.370  0.004
C  1.681  -3.853  -2.780  0.001
C  0.344  -3.981  -2.062  -0.003
H  4.378  -4.182  -0.038  0.000
H  2.943  -3.155  -0.152  -0.001
H  4.411  -2.552  0.625  0.000
H  4.335  -3.326  -2.346  0.000
H  5.637  -2.555  -1.488  0.000
H  4.530  -0.840  -2.759  -0.002
H  4.206  -0.540  -1.043  -0.001
H  2.837  -2.473  -4.011  -0.001
H  1.102  -2.153  -3.979  0.000
H  2.488  -4.183  -2.129  0.000
H  1.673  -4.529  -3.638  0.000
H  0.351  -3.431  -1.121  0.010
H  0.135  -5.024  -1.828  0.000
H  -0.467  -3.616  -2.691  0.000
F  -1.894  0.469  -0.488  0.017
P  -2.553  -0.477  -2.038  -0.004
F  -2.814  0.928  -2.620  0.000
F  -1.949  -1.726  -1.122  0.028
F  -3.904  -0.602  -1.310  0.001
F  -0.884  -0.263  -2.444  0.025
F  -2.794  -1.344  -3.276  0.001

Values from the calculation:
Maximum force ... 3.1 eV/A
2S+1 ... 6
M ... 733.56 Da
DFT total energy ... -4505.12760 a.u.
Charge ... +3

Which formula does entry 2 have? C31H37BF2N3O2V